# C27H43O27P3

A cluster of 9 separate species, C27H43O27P3 in total (ωB97M-V/def2-TZVPD, OMol25).

Values from the calculation:
- Highest occupied orbital energy: -6.8 eV
- Gap between HOMO and LUMO: 6.840 eV
- SMILES: CP(C)#[PH]CP(=O)(O)O.O=C1OCCO1.O=C1OCCO1.O=C1OCCO1.O=C1OCCO1.O=C1OCCO1.O=C1OCCO1.O=C1OCCO1.O=C1OCCO1

Geometry as XYZ:
```
100
Properties=species:S:1:pos:R:3:forces:R:3
C 0.05583 -4.46224 -2.89207 -0.19 0.15 0.39
P 0.13072 -2.72930 -3.53341 0.54 0.15 -1.30
C 1.65657 -1.93768 -2.80518 -0.99 0.10 0.34
P -1.46708 -1.58389 -2.59314 -0.13 -0.49 2.11
C -2.96396 -1.73818 -3.66558 -0.43 1.00 -0.08
P -4.15761 -2.83587 -2.91997 1.70 -0.72 -0.07
O -3.59475 -4.17275 -2.72646 -0.13 -0.79 -0.05
O -5.40453 -2.81780 -3.92461 -0.62 0.08 0.38
O -4.61582 -2.21325 -1.51434 -0.82 0.41 -0.50
H -0.07142 -5.10626 -3.75295 -0.12 -0.09 -0.22
H -0.76480 -4.65871 -2.20748 -0.12 0.09 0.13
H 0.98414 -4.76080 -2.41628 0.19 0.13 0.18
H 2.23789 -1.56038 -3.63381 0.34 -0.07 -0.06
H 2.20168 -2.63193 -2.17831 0.22 -0.17 -0.04
H 1.38810 -1.08378 -2.18935 0.05 0.16 0.16
H -1.03260 -0.25215 -2.75611 0.03 -0.14 -0.68
H -2.77912 -2.04383 -4.69102 0.08 -0.32 -0.14
H -3.41575 -0.74810 -3.72891 0.02 0.23 -0.01
H -5.96083 -3.59584 -3.74502 0.20 0.18 -0.31
H -5.49840 -2.56397 -1.30819 0.31 0.23 0.26
O 3.22609 1.52205 -2.84591 0.07 -0.07 -0.04
C 2.36930 2.11351 -2.27236 -0.01 0.04 0.01
O 1.41248 1.52934 -1.51313 0.02 0.10 0.00
C 0.70960 2.56266 -0.80559 -0.02 0.08 0.21
C 0.95664 3.77170 -1.67525 -0.08 0.13 0.00
O 2.21999 3.45786 -2.28491 -0.07 -0.07 0.06
H -0.33738 2.31483 -0.70434 0.00 -0.17 -0.09
H 1.14993 2.66915 0.18798 0.08 0.00 -0.04
H 0.20617 3.88088 -2.45568 0.00 -0.09 -0.03
H 1.02081 4.69779 -1.10871 0.24 0.00 -0.03
O -1.86132 2.62181 -2.43137 -0.08 -0.02 -0.15
C -2.89115 2.89305 -1.90357 -0.03 -0.07 -0.01
O -3.01862 3.20334 -0.59440 -0.07 0.07 -0.07
C -4.34851 3.68422 -0.37818 -0.12 0.08 0.13
C -5.10701 3.05844 -1.52914 -0.19 -0.02 0.04
O -4.08999 2.92949 -2.52918 0.00 0.01 0.12
H -4.71444 3.37299 0.59641 0.17 -0.10 0.03
H -4.34073 4.77468 -0.42578 0.01 -0.01 -0.05
H -5.49006 2.06565 -1.28739 0.06 -0.01 0.02
H -5.92399 3.67707 -1.89030 0.10 0.03 -0.17
O -0.90903 1.81449 1.71019 -0.13 0.08 0.13
C -0.50126 0.74050 2.03147 -0.01 -0.16 -0.17
O 0.42244 0.53715 2.99793 -0.05 -0.01 0.02
C 0.49995 -0.87714 3.24191 0.09 -0.19 0.06
C -0.00597 -1.45319 1.93794 -0.01 -0.16 0.00
O -0.88678 -0.41695 1.47229 0.11 0.09 0.14
H 1.51922 -1.17157 3.47356 0.06 0.18 -0.02
H -0.14196 -1.12541 4.08844 -0.04 0.04 -0.02
H 0.78879 -1.59467 1.20514 -0.03 0.05 -0.04
H -0.53832 -2.38666 2.06454 -0.18 0.07 -0.13
O 1.86889 6.89844 4.18254 0.08 0.15 0.03
C 1.05761 6.03167 4.09828 -0.02 -0.07 -0.04
O 0.32827 5.56572 5.13693 -0.02 -0.01 -0.07
C -0.68980 4.70345 4.61215 -0.14 -0.10 0.02
C -0.09574 4.26642 3.29197 -0.09 -0.06 0.00
O 0.74374 5.38491 2.95672 -0.05 0.01 0.14
H -0.87936 3.87563 5.28967 0.15 0.06 0.12
H -1.60834 5.28049 4.48932 0.03 0.04 -0.02
H 0.52278 3.37502 3.38580 0.02 0.01 -0.01
H -0.83994 4.09592 2.52315 0.11 0.10 -0.14
O 5.68099 12.05704 4.24132 0.05 0.08 0.01
C 4.91165 11.15418 4.28381 0.00 -0.03 -0.02
O 3.92224 11.02918 5.20300 -0.01 -0.07 -0.09
C 3.06962 9.94933 4.79792 -0.14 -0.07 0.05
C 3.98828 9.12434 3.92855 -0.04 -0.23 -0.10
O 4.90100 10.10913 3.42249 -0.10 0.05 0.15
H 2.69838 9.40530 5.66078 0.10 0.09 0.10
H 2.22297 10.35675 4.24258 0.03 0.02 -0.03
H 4.55064 8.38476 4.49983 -0.01 0.02 0.03
H 3.46909 8.62407 3.11888 0.10 0.07 -0.11
O 1.05162 -4.17677 2.12966 0.04 0.01 -0.05
C 1.95397 -4.50312 1.42239 0.00 0.03 -0.11
O 1.94932 -4.40212 0.08045 0.09 -0.01 0.08
C 3.27849 -4.66697 -0.39158 0.17 0.00 -0.15
C 3.85746 -5.49695 0.73368 0.16 -0.11 -0.10
O 3.11950 -5.02183 1.86892 -0.04 -0.01 -0.06
H 3.25069 -5.19272 -1.34189 -0.20 0.00 0.00
H 3.79942 -3.71764 -0.52468 -0.02 0.01 0.04
H 3.66463 -6.56358 0.61080 -0.06 0.01 0.01
H 4.92298 -5.34247 0.87634 -0.04 0.09 0.18
O -0.35530 -2.97474 -6.51104 -0.05 0.02 -0.44
C -1.15461 -3.45379 -7.24077 0.05 0.00 0.04
O -2.50189 -3.34823 -7.07925 0.00 -0.06 -0.12
C -3.13378 -3.85192 -8.25827 -0.14 0.00 -0.06
C -2.07745 -4.78048 -8.81938 -0.04 -0.12 -0.10
O -0.86477 -4.18825 -8.34660 -0.17 -0.01 0.02
H -4.06136 -4.36010 -8.00819 0.03 0.03 0.18
H -3.35300 -3.01608 -8.92526 0.04 0.00 -0.01
H -2.15551 -5.79253 -8.41795 -0.01 0.02 0.04
H -2.08282 -4.82743 -9.90515 0.17 0.08 -0.01
O 2.46175 -5.43344 7.84560 0.04 0.01 0.07
C 1.93608 -5.74346 6.82904 0.00 0.03 -0.01
O 1.91313 -7.00420 6.32644 -0.06 0.07 -0.07
C 1.00161 -7.02688 5.22316 -0.11 -0.07 -0.06
C 0.98588 -5.57839 4.78503 -0.07 -0.12 0.03
O 1.27679 -4.88918 6.00942 -0.02 -0.15 -0.02
H 1.35346 -7.70297 4.44818 0.16 -0.04 0.10
H 0.02786 -7.36985 5.57853 0.00 0.03 0.03
H 1.76209 -5.35256 4.06221 0.07 0.00 0.01
H 0.02761 -5.26353 4.38400 0.00 0.15 0.11
```
Forces are in eV/Å.